# 1
59
Properties=species:S:1:pos:R:3 method="wB97M-V/def2-TZVPD" multiplicity=1 relative_energy_kcal_mol=37.96 total_charge=-1 gap_ha=0.2249 e_tot_ev=-66724.506
Ir -1.5968 0.9442 -0.5369
O -0.4171 -0.2168 3.1961
C -1.0350 -0.3053 2.1518
O -1.7219 0.6382 1.5782
C -1.0585 -1.6602 1.4406
P -1.5144 -1.3472 -0.2737
C -0.1966 -2.1688 -1.2468
C 1.1279 -1.8517 -0.9310
C 2.1712 -2.4145 -1.6451
C 1.9068 -3.2804 -2.7013
C 0.5966 -3.5660 -3.0456
C -0.4546 -3.0115 -2.3225
C -2.9575 -2.3326 -0.7220
C -3.8080 -1.8460 -1.7132
C -4.8877 -2.6087 -2.1406
C -5.1227 -3.8535 -1.5750
C -4.2827 -4.3356 -0.5779
C -3.1979 -3.5818 -0.1566
H -1.8180 -2.2716 1.9316
H -0.0974 -2.1564 1.5330
H 1.3362 -1.1469 -0.1336
H 3.1934 -2.1723 -1.3818
H 2.7239 -3.7195 -3.2601
H 0.3846 -4.2168 -3.8850
H -1.4747 -3.2463 -2.5985
H -3.6111 -0.8762 -2.1559
H -5.5440 -2.2267 -2.9119
H -5.9624 -4.4507 -1.9084
H -4.4713 -5.3027 -0.1290
H -2.5287 -3.9798 0.5971
B -1.3383 0.9970 -5.1626
C -1.5952 0.9374 -3.6008
N -1.8530 0.8898 -2.4743
H -1.3097 -0.1499 -5.5679
H -2.2445 1.6412 -5.6537
H -0.2672 1.5472 -5.3221
C 3.3076 4.6412 4.6237
C 4.7684 4.4581 4.9351
O 5.3745 5.1304 5.7294
S 5.6865 3.1711 4.0832
C 4.5256 2.5282 2.9096
C 4.5032 3.0340 1.6130
C 3.5020 2.6509 0.7352
C 2.5112 1.7484 1.1343
C 2.6031 1.1645 2.4037
C 3.5996 1.5575 3.2831
C 1.3565 1.4940 0.3215
C 0.3413 1.2967 -0.3156
H 2.7635 3.7015 4.7008
H 3.1863 4.9992 3.5997
H 2.8986 5.3712 5.3185
H 5.2552 3.7516 1.3091
H 3.4561 3.0744 -0.2595
H 1.8539 0.4479 2.7181
H 3.6395 1.1308 4.2781
I -1.9985 4.2460 0.2550
C -3.0003 2.3947 -0.0847
H -3.7513 2.5914 -0.8469
H -3.4561 2.1176 0.8615

# 2
19
Properties=species:S:1:pos:R:3 method="wB97M-V/def2-TZVPD" multiplicity=1 relative_energy_kcal_mol=50.84 gap_ha="0.2496 / 0.1972" e_tot_ev=-34809.603
C 0.6291 3.2647 -0.8041
C 0.1222 2.2877 -0.0810
C 0.1338 4.6337 -0.7063
Si -1.0724 -3.3896 -0.0160
Si 0.5850 -1.6551 0.3954
Si -1.3158 -5.5410 0.7568
Si 1.0819 0.5562 -0.1421
H 1.5690 3.0764 -1.3399
H -0.7429 2.4999 0.6156
H 1.0323 5.4227 -0.7802
H -0.2448 4.6743 0.2657
H -0.6183 4.8945 -1.3879
H -2.0207 -2.7146 0.9157
H -1.7150 -2.9638 -1.3389
H 0.2833 -1.6080 1.8916
H 2.0285 -2.1542 0.2983
H -0.9867 -5.6441 2.1598
H -0.8400 -6.7346 0.3772
H 2.0915 1.0949 -1.0797